# CH4ClN2O

An isolated ion of composition CH4ClN2O and charge +1 (ωB97M-V/def2-TZVPD, the OMol25 dataset).

Properties
Kohn-Sham gap ... 0.368 Eh
HOMO ... -16.21 eV
Energy relative to the best compared isomer or geometry (same formula, charge and spin) ... 143.8 kJ/mol
Total charge ... +1
SMILES ... NC(=[NH2+])OCl

Geometry as XYZ:
```
9
Properties=species:S:1:pos:R:3:lowdin_charge:R:1
N -0.22557 1.31299 0.12251 0.15
C 0.00654 -0.29259 -0.06302 -0.34
N -0.97264 -1.16560 0.08641 0.25
O 1.20848 -0.75176 -0.22820 -0.35
Cl 2.53049 0.36344 -0.27404 0.86
H -0.70757 1.81497 -0.56688 0.07
H 0.73706 1.67973 0.21650 0.02
H -1.79218 -0.78832 0.54091 0.15
H -0.78461 -2.17286 0.16581 0.17
```


# C31H21N5O8PRhSe2

C31H21N5O8PRhSe2 as an isolated structure (ωB97M-V/def2-TZVPD, the OMol25 dataset).

Properties
Kohn-Sham gap (spin up / spin down) ... 0.248 / 0.239 Eh
HOMO (spin up / spin down) ... -8.64 / -8.60 eV
Energy relative to the best compared isomer or geometry (same formula, charge and spin) ... 202.5 kJ/mol

Geometry as XYZ:
```
69
Properties=species:S:1:pos:R:3:lowdin_charge:R:1
Rh 0.40214 0.42127 -0.04815 0.68
O 2.08305 -3.14792 1.03048 0.13
C 1.75607 -2.00884 0.81176 -0.42
N 0.79848 -1.54937 -0.06684 0.01
C 0.01609 -2.37288 -0.83643 -0.42
O 0.06869 -3.57114 -0.95361 0.13
C -0.98566 -1.56197 -1.62048 -0.16
C -1.86564 -2.19839 -2.47509 0.02
C -2.76751 -1.43587 -3.19313 -0.03
C -2.73569 -0.05846 -3.04720 -0.03
C -1.83332 0.50559 -2.16554 -0.18
N -0.98112 -0.23100 -1.45113 -0.08
C 2.43916 -0.86737 1.53502 -0.19
C 3.29985 -1.14059 2.58027 0.01
C 3.92547 -0.08535 3.22066 -0.02
C 3.69488 1.20311 2.76492 -0.03
C 2.80857 1.39480 1.72038 -0.13
N 2.17300 0.38395 1.13084 -0.02
H -1.80829 -3.27495 -2.54651 0.13
H -3.48101 -1.90478 -3.85658 0.12
H -3.40346 0.58472 -3.60160 0.11
H -1.77956 1.57497 -2.02340 0.05
H 3.44712 -2.17142 2.86787 0.13
H 4.58554 -0.26642 4.05810 0.12
H 4.18270 2.05670 3.21263 0.11
H 2.59643 2.38079 1.32952 0.06
Se -1.92014 1.32202 0.87956 0.76
P -1.27873 3.45532 0.25840 0.35
Se 0.55476 2.78244 -0.71958 0.42
C -0.88859 4.30875 1.80972 -0.42
C -1.87031 5.12663 2.36901 -0.09
C -1.64071 5.76970 3.57255 -0.07
C -0.42837 5.60218 4.22815 -0.07
C 0.54294 4.77620 3.68218 -0.07
C 0.30890 4.12390 2.48355 -0.09
C -1.91521 4.81296 -0.75061 -0.42
C -1.11694 5.93145 -0.97096 -0.09
C -1.58247 6.95365 -1.77636 -0.07
C -2.84344 6.86995 -2.35652 -0.07
C -3.64557 5.76494 -2.12370 -0.08
C -3.17955 4.73304 -1.32101 -0.09
H -2.81719 5.26745 1.86049 0.11
H -2.40481 6.40766 3.99564 0.11
H -0.24373 6.11296 5.16327 0.11
H 1.48912 4.64184 4.18835 0.11
H 1.04990 3.44969 2.07529 0.05
H -0.13557 5.99591 -0.51529 0.11
H -0.96077 7.82039 -1.95455 0.11
H -3.19689 7.66922 -2.99378 0.11
H -4.62968 5.70241 -2.56725 0.11
H -3.80130 3.86367 -1.13778 0.11
O -2.24922 -0.77084 2.13719 -0.16
C -1.17459 -0.84540 2.75066 -0.68
O -0.12160 -0.23786 2.45955 -0.12
C -1.14214 -1.76026 3.96692 -0.07
C 0.04991 -1.89161 4.66612 0.08
C 0.08398 -2.68989 5.79427 -0.11
C -1.02485 -3.36853 6.26086 0.09
C -2.19264 -3.21816 5.53444 -0.11
C -2.27751 -2.42972 4.39803 0.09
N -3.39866 -3.93071 6.00142 -0.35
O -4.40676 -3.81873 5.33626 0.09
O -3.30372 -4.58225 7.02267 0.08
N 1.35292 -2.81485 6.53552 -0.35
O 2.33563 -2.27795 6.05962 0.07
O 1.33909 -3.44274 7.57352 0.09
H 0.93142 -1.36843 4.32923 0.12
H -0.98417 -3.98405 7.14497 0.13
H -3.20692 -2.33212 3.85821 0.13
```